Formula: C2H3N2S2
Source: OMol25
Level of theory: ωB97M-V/def2-TZVPD

XYZ file:
```
9
Properties=species:S:1:pos:R:3:forces:R:3:lowdin_charge:R:1
C 0.84297 0.97036 0.93299 0.94 0.58 -0.09 -0.675
C -0.40212 -0.74474 -1.66320 1.34 0.62 -0.05 -0.780
N 0.68197 -0.39837 -2.00100 -0.75 -0.31 0.11 0.176
N -0.24073 0.44449 1.29689 -0.55 -0.34 0.03 0.142
S -1.75665 -1.02967 -0.93028 -1.11 -0.51 -0.07 0.824
S 2.14529 1.62541 0.50306 -0.70 -0.32 0.31 1.047
H 1.34467 -0.41229 -2.74371 0.23 -0.07 -0.35 0.110
H -0.87832 -0.05287 0.60294 0.39 0.21 0.06 -0.012
H -0.54731 0.42418 2.26614 0.22 0.14 0.07 0.167
```
Positions in Å, forces in eV/Å.

* electronic energy: -26764.8315 eV
* LUMO energy: -5.87 eV
* charge: +1

***

Formula: C16H31NP2SeZn
Source: OMol25
Level of theory: ωB97M-V/def2-TZVPD

XYZ file:
```
52
Properties=species:S:1:pos:R:3:forces:R:3:lowdin_charge:R:1
P 0.19499 -1.48170 1.93397 0.31 -2.09 -2.23 0.799
P -0.09271 1.60030 2.03567 -0.17 2.35 -1.41 0.816
C -0.17331 -0.60260 0.33487 0.00 -0.29 0.07 -0.396
C 0.36459 0.83600 0.40077 0.04 -0.26 0.51 -0.381
H -1.26511 -0.59160 0.23087 0.08 0.00 -0.05 0.083
H 0.23469 -1.14710 -0.52493 -0.12 0.15 0.05 0.067
H 1.46049 0.83020 0.35587 -0.09 0.01 0.00 0.086
H 0.00329 1.44110 -0.43923 0.04 0.00 0.22 0.073
C -1.73961 2.34920 1.70237 0.04 -0.24 0.16 -0.242
H -2.01041 2.98700 2.54877 0.03 -0.10 -0.09 0.052
H -2.48811 1.55560 1.62717 0.01 0.13 -0.04 0.042
H -1.74101 2.94380 0.78207 0.10 -0.14 0.15 0.052
C 0.98809 3.08150 2.12227 -0.03 -0.18 0.12 -0.249
H 0.94639 3.67590 1.20307 -0.04 -0.16 0.12 0.054
H 2.01729 2.76190 2.30677 -0.09 0.09 -0.03 0.046
H 0.66749 3.69770 2.96727 0.06 -0.08 -0.09 0.053
C -0.88001 -2.96730 1.85147 -0.08 0.24 -0.12 -0.241
H -0.64741 -3.68810 2.64287 0.02 0.34 -0.07 0.048
H -0.75771 -3.44240 0.87437 0.02 -0.02 0.05 0.046
H -1.92221 -2.64910 1.94597 0.09 -0.11 0.10 0.045
C 1.86269 -2.20150 1.64267 -0.05 0.20 0.14 -0.235
H 2.61089 -1.40490 1.67857 0.01 -0.12 -0.05 0.038
H 1.92319 -2.71900 0.67867 -0.09 0.10 0.14 0.048
H 2.08409 -2.90640 2.44917 -0.06 0.12 -0.05 0.050
Zn -0.00001 0.00000 3.64067 0.12 -0.70 2.90 0.417
C 0.57579 1.76460 -3.63813 -0.35 -0.04 0.14 -0.108
C -0.73901 1.80620 -3.39183 0.38 -0.04 -0.02 -0.123
C -1.86251 0.98510 -3.96823 -0.03 -0.13 -0.12 -0.187
C -1.48551 -0.33580 -4.67483 -0.01 0.16 0.01 -0.195
C -0.76361 -1.30550 -3.77033 0.35 0.01 0.16 -0.104
C 0.54049 -1.36570 -3.47563 -0.39 0.04 -0.05 -0.126
C 1.68479 -0.50870 -3.94993 0.02 0.13 -0.11 -0.187
C 1.33429 0.85840 -4.57783 0.02 -0.15 -0.01 -0.195
C 0.03959 -1.49030 5.14457 -0.35 -7.09 -1.49 -0.434
H 1.19769 2.45490 -3.06793 -0.08 -0.04 -0.07 0.098
H -1.07071 2.54400 -2.66003 0.05 -0.03 -0.09 0.092
H -2.43951 1.60940 -4.66853 0.11 -0.10 0.13 0.116
H -2.55661 0.75290 -3.14823 0.08 0.03 -0.10 0.109
H -2.41681 -0.80490 -5.01343 0.15 0.07 0.05 0.109
H -0.90911 -0.12600 -5.57773 -0.13 -0.07 0.13 0.097
H -1.40671 -2.03250 -3.27403 0.09 0.06 -0.06 0.100
H 0.84379 -2.15220 -2.78343 -0.05 0.04 -0.10 0.091
H 2.28929 -1.08420 -4.66853 -0.11 0.09 0.14 0.116
H 2.34609 -0.33480 -3.08943 -0.07 -0.02 -0.10 0.107
H 2.27779 1.34850 -4.84583 -0.15 -0.07 0.03 0.109
H 0.79459 0.71230 -5.51533 0.12 0.06 0.14 0.097
H 0.70319 -1.18510 5.96117 1.85 -4.68 -1.59 -0.013
H 0.35709 -2.48250 4.79857 0.31 -1.39 -0.92 -0.022
H -0.97501 -1.58650 5.55517 0.02 -1.57 -0.55 0.030
Se -0.00001 0.00000 8.71057 0.18 -0.93 -0.08 0.458
C -0.00001 0.00000 6.95637 -1.33 4.75 -5.09 -0.907
N -0.00001 0.00000 5.64067 -0.84 11.72 9.12 -0.299
```
Positions in Å, forces in eV/Å.

* electronic energy: -150915.4917 eV
* LUMO energy (alpha / beta): -0.69 / -0.68 eV
* charge: 0

***

Formula: C32H30IPSe2Te2W
Source: OMol25
Level of theory: ωB97M-V/def2-TZVPD

XYZ file:
```
69
Properties=species:S:1:pos:R:3:forces:R:3:lowdin_charge:R:1
W -0.34100 0.10434 -0.05512 0.03 -0.32 -0.05 0.232
C 5.32363 -0.31323 -0.96955 0.01 0.01 0.00 -0.035
C 3.86555 -0.77706 -1.10719 0.00 -0.03 0.02 -0.404
C 3.38436 -0.57540 -2.53832 0.00 0.01 -0.02 -0.068
C 3.02829 -0.07682 -0.06220 0.05 0.02 0.05 -0.255
C 2.10855 0.92156 -0.37332 -0.06 -0.04 0.02 -0.140
C 1.48788 1.67941 0.65516 -0.02 0.08 0.06 -0.191
C 1.75138 1.40155 1.99585 0.11 -0.02 0.12 -0.339
C 1.21770 2.24794 3.11094 0.00 0.03 -0.01 -0.034
C 2.62864 0.34088 2.29188 -0.05 0.08 0.05 -0.040
C 3.25661 -0.36278 1.29743 0.03 -0.01 -0.12 -0.015
H 5.95215 -0.84864 -1.68036 0.00 0.00 0.00 0.094
H 5.71870 -0.49043 0.03036 0.00 0.00 -0.01 0.083
H 5.40263 0.75488 -1.18156 0.00 -0.01 0.00 0.097
H 3.83998 -1.84839 -0.87186 0.01 0.00 -0.01 0.122
H 3.51464 0.46246 -2.85395 0.00 0.00 0.01 0.081
H 2.33161 -0.83417 -2.67468 -0.01 -0.01 0.00 0.025
H 3.97090 -1.19595 -3.21479 -0.01 0.00 0.00 0.098
H 1.99158 1.24312 -1.40118 0.01 0.01 0.00 0.086
H 0.99460 2.61162 0.40516 0.00 0.01 -0.03 0.093
H 0.67463 1.64652 3.84409 -0.01 0.00 -0.02 0.078
H 0.57176 3.04420 2.74625 0.00 0.00 0.01 0.070
H 2.04896 2.71182 3.64517 0.00 0.00 0.00 0.108
H 2.83684 0.10409 3.32860 -0.01 0.02 0.00 0.139
H 3.96052 -1.14402 1.56124 0.00 0.00 -0.02 0.138
I -3.09494 0.01901 0.34170 -0.06 0.07 -0.02 1.175
C -3.87086 -0.06938 -1.60576 0.08 0.09 0.00 -0.573
C -4.86137 -1.00610 -1.70943 -0.05 -0.02 -0.04 -0.145
C -5.57436 -1.15988 -2.91050 0.00 -0.02 0.03 -0.038
C -5.27904 -0.34020 -3.95381 0.01 0.01 0.00 0.002
C -4.25612 0.63590 -3.86101 -0.04 -0.02 -0.04 -0.141
C -4.05109 1.48614 -4.97364 0.03 0.02 -0.01 0.008
C -3.10794 2.46358 -4.93907 -0.02 -0.02 0.00 -0.026
C -2.28752 2.57623 -3.80581 0.01 -0.03 0.03 -0.082
C -2.41696 1.76354 -2.69784 -0.05 0.01 -0.03 -0.302
P -1.15893 2.06716 -1.40210 0.10 -0.17 0.01 0.905
C -1.83699 3.33163 -0.29859 -0.04 0.06 -0.02 -0.395
C -1.68501 3.23128 1.08096 0.00 0.02 0.05 -0.160
C -2.17188 4.22149 1.92027 0.02 -0.04 0.00 -0.051
C -2.81906 5.32181 1.37818 -0.02 0.03 -0.02 -0.039
C -2.98355 5.42768 0.00252 0.00 0.00 0.02 -0.039
C -2.49715 4.43720 -0.83591 -0.01 -0.01 0.03 -0.065
C 0.22176 2.85868 -2.27926 -0.03 -0.02 0.03 -0.393
C 0.80826 2.20806 -3.36875 0.00 -0.05 -0.03 -0.130
C 1.91114 2.75782 -3.99625 0.02 0.01 0.00 -0.059
C 2.45192 3.95436 -3.53359 -0.01 -0.01 0.00 -0.042
C 1.87800 4.60081 -2.45133 0.00 -0.01 -0.01 -0.041
C 0.76029 4.05862 -1.82606 0.00 0.04 0.03 -0.076
C -3.47525 0.78498 -2.67593 -0.01 -0.03 0.05 -0.210
H -5.11337 -1.62963 -0.86154 -0.01 -0.01 -0.01 0.096
H -6.35379 -1.90504 -2.98285 0.00 0.00 0.00 0.124
H -5.83108 -0.41306 -4.88190 0.00 0.01 0.00 0.130
H -4.67512 1.34837 -5.84743 0.00 0.00 0.00 0.131
H -2.96356 3.13280 -5.77555 0.01 0.00 0.00 0.124
H -1.50938 3.32524 -3.83180 0.00 0.01 0.01 0.107
H -1.19967 2.36615 1.52537 0.01 0.01 -0.01 0.041
H -2.05518 4.13009 2.99226 0.00 0.00 0.00 0.119
H -3.20415 6.09559 2.02870 0.00 0.00 0.00 0.121
H -3.49656 6.28247 -0.41685 0.00 0.00 0.00 0.121
H -2.63916 4.52714 -1.90536 0.01 0.00 -0.01 0.112
H 0.39416 1.27668 -3.73931 0.00 0.01 0.01 0.092
H 2.34845 2.25784 -4.85063 0.00 0.00 0.00 0.120
H 3.31397 4.38400 -4.02595 0.00 0.00 0.00 0.119
H 2.28776 5.53669 -2.09615 0.00 0.00 0.00 0.119
H 0.30778 4.58554 -0.99476 0.00 0.00 -0.01 0.111
Se -0.60907 -1.14315 -2.12926 -0.04 0.05 -0.05 0.160
Te 0.73737 -2.51579 -0.48881 -0.04 0.17 -0.02 0.549
Te -1.06199 -2.99199 1.45262 -0.03 0.07 0.07 0.412
Se -0.54625 -0.69204 2.37862 0.06 -0.07 -0.10 -0.019
```
Positions in Å, forces in eV/Å.

* electronic energy: -198152.0754 eV
* LUMO energy (alpha / beta): -7.26 / -7.28 eV
* charge: +2

***

Formula: H13NSi6
Source: OMol25
Level of theory: ωB97M-V/def2-TZVPD

XYZ file:
```
20
Properties=species:S:1:pos:R:3:forces:R:3:lowdin_charge:R:1
N 2.86233 1.67478 0.74690 1.17 1.75 -2.34 -0.235
Si -2.08935 -1.67478 0.69768 1.24 -0.18 0.19 0.235
Si -2.62530 0.39676 -0.12875 -0.91 2.05 -0.71 0.147
Si -0.10233 -2.18004 -0.44392 -1.40 -0.77 -2.68 0.154
Si -1.39057 2.42542 -0.23731 0.83 -2.12 1.87 0.470
Si 1.99460 -1.41730 0.06110 -0.49 -0.02 0.57 0.234
Si 1.88495 0.84309 -0.42454 -0.56 0.82 1.17 0.342
H 3.34010 2.53615 0.36457 -0.77 -1.43 0.79 0.039
H 2.88454 1.68999 1.72966 -0.33 -0.22 1.06 -0.009
H -1.38732 -1.71240 1.99740 -0.48 0.52 0.52 -0.121
H -3.37676 -2.39508 0.86752 0.26 -0.21 -0.37 -0.102
H -3.29875 0.59230 -1.49937 0.52 -0.80 0.58 -0.091
H -3.74147 0.80085 0.74169 -0.28 0.14 0.27 -0.142
H -0.11857 -3.64347 -0.84188 0.16 0.39 0.27 -0.123
H -0.39453 -1.49259 -1.86946 0.41 -0.54 1.26 -0.070
H -0.97886 3.09198 -1.36116 0.36 0.78 -2.41 -0.223
H -1.38701 3.49923 0.76025 -0.12 -0.20 0.57 -0.164
H 2.43109 -1.92893 1.36577 0.00 0.29 0.44 -0.115
H 2.84288 -2.12837 -0.85302 0.52 -0.40 -0.79 -0.124
H 2.65033 1.02241 -1.67311 -0.14 0.14 -0.28 -0.101
```
Positions in Å, forces in eV/Å.

* electronic energy: -48961.6109 eV
* LUMO energy (alpha / beta): -0.77 / -0.67 eV
* charge: 0

***

Formula: C25H43F9NOS
Source: OMol25
Level of theory: ωB97M-V/def2-TZVPD

XYZ file:
```
80
Properties=species:S:1:pos:R:3:forces:R:3:mulliken_spin:R:1
C -2.65894 -2.88787 2.90000 0.78 1.37 -0.74 0.000
C -3.33602 -1.51778 2.88116 0.08 -0.75 0.08 0.000
C -2.94113 -0.50959 3.92480 -0.65 -1.07 0.80 0.000
C -4.22451 -1.26421 1.91220 -0.29 0.04 -0.23 0.000
C -3.94850 -1.58595 0.44972 -0.89 -1.22 0.73 0.000
C -2.72646 -0.80157 -0.08130 -0.63 0.50 -0.29 0.000
C -3.07601 0.16968 -1.24782 0.03 -0.17 0.07 0.000
C -2.62501 -0.36931 -2.62934 -0.72 -0.22 0.33 0.000
C -2.67122 1.64404 -0.95571 -0.28 -0.74 -1.17 0.000
C -1.27281 2.08465 -1.40781 0.26 0.62 1.45 0.003
C -0.09126 1.81084 -0.41591 1.09 0.58 -0.86 -0.001
C 0.55292 0.44185 -0.80997 -0.91 -0.60 0.92 -0.023
C 0.96523 -0.50726 0.33965 0.81 -0.43 -0.45 0.026
C 2.19514 -1.33603 -0.11005 -0.25 0.47 0.28 0.009
C 1.83581 -2.33015 -1.21231 -0.36 -0.48 0.58 0.001
C 3.01972 -3.19868 -1.64395 -0.52 2.06 0.18 0.000
F 3.19722 -4.25270 -0.85275 -0.13 -0.86 0.11 0.000
F 4.13299 -2.43134 -1.46920 0.52 0.04 -0.34 0.000
C 3.04191 -3.55372 -3.15752 0.74 -1.07 0.63 0.000
F 2.66967 -2.54791 -3.90093 -0.80 1.30 -0.35 0.000
F 4.30109 -3.78345 -3.49362 0.93 -0.73 -0.01 0.000
S 2.05237 -5.07864 -3.66698 -0.16 -0.02 -1.46 0.000
F 1.09235 -4.96268 -2.41931 0.08 0.01 0.48 0.000
F 1.05544 -4.16624 -4.50294 -0.35 0.04 0.10 0.000
F 2.95152 -5.21739 -4.96998 0.00 0.06 -0.17 0.000
F 3.04267 -6.04562 -2.92740 0.04 0.06 0.71 0.000
F 1.22413 -6.32981 -4.13487 -0.08 -0.27 0.00 0.000
C 0.95606 2.93331 -0.74486 -0.91 -0.50 0.93 0.009
C 2.21929 2.95694 0.14760 1.18 -0.23 -2.13 0.025
C 3.37812 2.16856 -0.56683 -0.04 0.44 0.57 0.019
C 2.71280 4.42550 0.16318 -0.40 -0.16 -0.39 0.007
N 2.02108 2.38545 1.51460 -0.45 2.94 -0.41 0.278
O 2.84852 2.97718 2.31321 0.33 -1.22 0.33 0.600
C 0.63366 2.51543 2.02629 -1.07 -1.32 1.32 0.061
C 0.56474 1.65613 3.32653 0.30 0.36 -0.22 -0.002
C 0.24092 3.94365 2.45071 -0.12 -0.11 0.03 0.013
C -0.46496 1.96184 1.07205 0.09 0.10 -0.54 0.002
H -1.61857 -2.76661 2.56809 0.10 -0.53 0.31 0.000
H -3.18159 -3.55671 2.22134 0.11 -0.08 0.01 0.000
H -2.71472 -3.30062 3.90781 0.19 0.09 0.02 0.000
H -3.22786 -0.86090 4.92578 0.12 0.32 0.07 0.000
H -1.84708 -0.46520 3.91856 -0.04 0.12 -0.04 0.000
H -3.33936 0.48208 3.72720 -0.09 -0.05 0.03 0.000
H -5.18746 -0.84891 2.21062 0.48 1.43 -0.47 0.000
H -3.79723 -2.66799 0.33811 0.08 0.08 -0.19 0.000
H -4.87162 -1.36062 -0.09016 0.23 0.04 -0.27 0.000
H -2.39268 -0.17891 0.74880 0.35 -0.26 -0.01 0.000
H -1.94231 -1.50137 -0.37649 0.10 0.11 0.12 0.000
H -4.16897 0.17173 -1.28149 0.04 0.21 0.05 0.000
H -2.32411 0.40805 -3.33036 0.20 -0.05 0.08 0.000
H -1.86207 -1.14041 -2.50804 0.25 0.27 -0.23 0.000
H -3.47906 -0.87220 -3.09269 0.11 -0.06 -0.04 0.000
H -3.38655 2.25395 -1.52004 0.08 0.04 0.05 0.000
H -2.88727 1.84011 0.09579 0.25 0.14 -0.03 0.000
H -1.30889 3.17516 -1.52263 -0.11 -0.08 -0.05 0.001
H -0.97053 1.69472 -2.38031 -0.26 -0.09 -0.01 0.000
H -0.19994 -0.09436 -1.39624 0.07 -0.03 0.01 0.001
H 1.40199 0.54450 -1.48666 -0.01 0.38 0.06 0.000
H 1.28071 -0.00518 1.25388 -0.14 0.28 -0.17 -0.040
H 0.14584 -1.17968 0.61141 -0.05 0.10 0.03 0.005
H 2.91397 -0.60251 -0.47143 0.15 -0.16 -0.12 0.001
H 2.67078 -1.80864 0.75295 -0.14 -0.27 -0.11 -0.001
H 1.39886 -1.78697 -2.05037 0.13 -0.17 -0.11 0.000
H 1.07104 -3.00269 -0.81037 -0.03 0.00 -0.23 0.000
H 0.46295 3.90977 -0.65741 -0.09 -0.13 0.11 0.000
H 1.20197 2.82494 -1.80355 0.33 0.11 0.09 0.003
H 4.22808 2.83540 -0.72231 -0.01 -0.05 0.03 -0.005
H 3.74211 1.37104 0.08094 -0.11 -0.20 -0.27 0.003
H 3.08019 1.83295 -1.55757 0.04 -0.34 0.15 0.001
H 3.75648 4.50286 0.45150 -0.14 0.08 0.45 -0.005
H 2.05584 5.08893 0.72411 0.22 -0.02 0.20 0.007
H 2.66883 4.75960 -0.88064 -0.01 -0.04 0.06 0.000
H 0.39722 0.60458 3.09465 -0.12 0.03 0.07 0.006
H -0.24521 2.06067 3.93515 -0.06 -0.38 0.07 -0.002
H 1.48916 1.71788 3.90264 -0.04 0.22 -0.07 0.004
H -0.76506 3.86854 2.87199 0.00 0.00 -0.11 0.000
H 0.86351 4.31010 3.26615 0.29 0.12 -0.29 0.000
H 0.16941 4.64758 1.62083 0.24 0.02 0.06 -0.003
H -0.85422 1.02878 1.48103 0.04 -0.02 -0.13 0.001
H -1.29513 2.66942 1.12910 0.03 0.00 -0.04 -0.004
```
Positions in Å, forces in eV/Å.

* electronic energy: -65447.1101 eV
* LUMO energy (alpha / beta): 0.45 / -0.08 eV
* 2S+1: 2
* charge: 0

***

Formula: C8H10NO2
Source: OMol25
Level of theory: ωB97M-V/def2-TZVPD

XYZ file:
```
21
Properties=species:S:1:pos:R:3:forces:R:3:lowdin_charge:R:1
C 2.18663 -1.19405 -0.02195 2.35 0.34 1.19 -0.104
C 2.33892 0.11574 0.31352 -0.10 -0.08 -0.12 -0.071
C -0.23868 -0.88734 -0.37582 -2.21 0.32 -0.35 0.102
C -2.42153 0.74060 0.97698 0.69 -0.28 1.12 0.037
C -1.11298 1.51939 -0.77201 1.90 -0.03 -1.74 -0.024
C 0.83773 -1.81384 -0.25088 1.58 -1.90 -0.27 -0.219
C 1.18372 1.11532 0.20883 2.14 0.52 -2.52 -0.124
C 0.03067 0.58386 -0.69311 -0.88 -1.67 4.48 -0.266
N -2.53532 -1.72398 -0.01315 0.40 -0.70 0.20 0.166
O -2.14614 1.55398 -0.00733 -1.56 0.84 1.20 0.058
O -3.24754 -0.84104 0.05316 -0.35 0.12 -0.67 -0.003
H 3.04269 -1.96534 -0.02758 -1.19 1.65 0.16 0.139
H 3.23448 0.72723 0.66185 -0.67 -1.83 -0.66 0.138
H -3.19616 1.01668 1.72476 0.56 0.10 -1.08 0.152
H -1.61347 0.04516 1.23508 -0.38 0.33 0.22 0.102
H -0.95474 2.33267 -1.49372 -0.90 -0.15 0.56 0.167
H 0.97563 -2.48671 -1.18492 -0.86 1.22 0.62 0.183
H 0.67710 -2.76871 0.42592 -0.19 2.06 -0.70 0.177
H 0.92919 1.48755 1.15536 -0.97 0.23 1.49 0.101
H 1.67153 2.03379 -0.27946 -0.92 -1.15 0.38 0.153
H 0.35827 0.40904 -1.63555 1.59 0.06 -3.50 0.134
```
Positions in Å, forces in eV/Å.

* electronic energy: -14025.3954 eV
* LUMO energy (alpha / beta): -4.87 / -5.19 eV
* charge: +1